Entry from the Open Molecules 2025 dataset: a structure of composition C42H43Cl3HfN3S5 at a distorted geometry (wB97M-V/def2-TZVPD).

## Properties
- Kohn-Sham gap (hartree) = 0.2191
- total charge = +1
- HOMO energy (eV) = -9.56
- DFT total energy (Ha) = -5209.9270
- energy above the lowest of the compared OMol25 structures with the same formula, charge and spin (kcal per mole) = 0.0

Last column: Löwdin charge in e.
Cartesian coordinates (Å):
Hf1 -0.9710 -0.7458 0.7088  1.308
C1 2.0091 -2.6819 -3.0430  -0.033
C2 1.3629 -3.2505 -1.7720  -0.366
C3 1.1692 -4.7631 -1.9054  -0.062
C4 2.1890 -2.8728 -0.5546  -0.151
C5 3.2621 -3.6628 -0.1491  -0.027
C6 4.0349 -3.3159 0.9497  -0.053
C7 3.7567 -2.1562 1.6555  -0.032
C8 2.7137 -1.3223 1.2675  -0.154
C9 2.4450 -0.0280 2.0217  -0.367
C10 1.6980 -0.2888 3.3349  -0.043
C11 3.7271 0.7696 2.2705  -0.040
C12 1.9268 -1.7038 0.1716  -0.204
N1 0.8165 -0.8636 -0.1818  -0.115
C13 1.0518 0.3416 -0.8862  -0.183
C14 0.0694 1.2818 -0.9116  -0.179
N2 -1.1421 0.9972 -0.2303  -0.117
C15 -2.0441 2.0623 0.1140  -0.192
C16 -1.7632 2.8143 1.2666  -0.145
C17 -2.5834 3.8964 1.5647  -0.030
C18 -3.6592 4.2141 0.7556  -0.050
C19 -3.9510 3.4316 -0.3515  -0.024
C20 -3.1612 2.3388 -0.6902  -0.142
C21 -3.4780 1.4946 -1.9160  -0.371
C22 -2.7108 2.0045 -3.1441  -0.037
C23 -4.9764 1.4387 -2.2224  -0.076
C24 -0.5989 2.4892 2.1929  -0.378
C25 0.4381 3.6121 2.2140  -0.030
C26 -1.0931 2.1608 3.6094  -0.053
C27 0.5799 2.5069 -1.5425  -0.101
C28 0.1044 3.7651 -1.7988  0.002
C29 0.9763 4.7090 -2.4121  -0.053
C30 2.2709 4.4054 -2.7453  -0.008
C31 2.7884 3.1073 -2.4758  -0.152
C32 4.1130 2.6424 -2.7082  -0.006
C33 4.4668 1.3696 -2.3409  -0.054
C34 3.5510 0.4701 -1.7257  0.002
C35 2.2668 0.8936 -1.5048  -0.089
C36 1.9177 2.2087 -1.8885  -0.099
H1 1.4201 -2.9551 -3.9219  0.088
H2 3.0171 -3.0877 -3.1684  0.091
H3 2.0788 -1.5929 -3.0066  0.067
H4 0.3873 -2.7839 -1.6673  0.073
H5 2.0845 -5.2542 -2.2461  0.083
H6 0.3967 -4.9762 -2.6467  0.080
H7 0.8718 -5.2230 -0.9578  0.072
H8 3.4969 -4.5651 -0.7009  0.118
H9 4.8648 -3.9452 1.2490  0.113
H10 4.3733 -1.8901 2.5075  0.117
H11 1.8103 0.6009 1.3973  0.099
H12 2.2256 -1.0260 3.9437  0.091
H13 0.6787 -0.6692 3.1583  0.045
H14 1.6052 0.6294 3.9194  0.077
H15 4.3988 0.2506 2.9582  0.080
H16 3.4876 1.7402 2.7110  0.079
H17 4.2592 0.9441 1.3337  0.087
H18 -2.3756 4.5044 2.4386  0.117
H19 -4.2793 5.0711 0.9897  0.112
H20 -4.8074 3.6811 -0.9653  0.113
H21 -3.1323 0.4829 -1.7100  0.069
H22 -2.9456 3.0572 -3.3228  0.092
H23 -2.9966 1.4349 -4.0318  0.087
H24 -1.6320 1.9086 -3.0156  0.064
H25 -5.3259 2.3773 -2.6587  0.081
H26 -5.5695 1.2383 -1.3283  0.067
H27 -5.1749 0.6514 -2.9537  0.085
H28 -0.0896 1.6008 1.8014  0.079
H29 0.0086 4.5171 2.6508  0.088
H30 0.7803 3.8475 1.2041  0.083
H31 1.3055 3.3272 2.8156  0.077
H32 -1.6728 2.9887 4.0206  0.083
H33 -0.2486 1.9794 4.2782  0.072
H34 -1.7360 1.2748 3.6189  0.065
H35 -0.9090 4.0576 -1.5473  0.111
H36 0.5996 5.7038 -2.6142  0.107
H37 2.9065 5.1550 -3.2017  0.116
H38 4.8435 3.3001 -3.1665  0.117
H39 5.4802 1.0312 -2.5184  0.107
H40 3.8857 -0.5230 -1.4456  0.112
Cl1 -5.8020 -1.7393 0.0114  0.693
C37 -5.3574 -1.6609 1.6995  -1.628
Cl2 -5.1908 -3.2769 2.3920  0.685
Cl3 -6.4661 -0.6672 2.6168  0.696
C38 -4.0164 -1.0527 1.7941  -0.312
N3 -2.9513 -0.6490 1.8150  0.108
C39 0.6228 -3.8490 2.5916  -0.308
S1 -0.9673 -3.0994 2.1394  0.791
C40 -1.4918 -4.1089 0.7814  -0.965
C41 -2.0103 -3.6654 -0.3772  -1.086
S2 -2.1830 -2.0352 -1.0155  0.573
S3 -2.6136 -4.9105 -1.4446  0.917
C42 -2.2325 -6.2938 -0.4587  -1.488
S4 -2.5223 -7.8243 -0.8946  0.635
S5 -1.5138 -5.8414 1.0603  0.917
H41 0.9906 -3.2964 3.4537  0.045
H42 1.3252 -3.7830 1.7618  0.030
H43 0.4354 -4.8811 2.8768  0.038

***

Entry from the Open Molecules 2025 dataset: a cluster of 11 separate species, C42H43F5N6 in total at a distorted geometry (wB97M-V/def2-TZVPD).

## Properties
- Kohn-Sham gap (spin up / spin down) (hartree) = 0.2645 / 0.1072
- total charge = +1
- ⟨S²⟩ = 0.768
- HOMO energy (spin up / spin down) (eV) = -10.97 / -10.97
- DFT total energy (Ha) = -2453.6130
- energy above the lowest of the compared OMol25 structures with the same formula, charge and spin (kcal per mole) = 9.3
- spin multiplicity = 2

Last column: Löwdin charge in e.
Cartesian coordinates (Å):
F1 -5.5678 3.2303 -3.9584  0.041
C1 -4.6949 2.4465 -3.2281  -0.247
C2 -3.4942 2.9366 -2.7378  -0.008
C3 -2.5962 2.0510 -2.1245  -0.107
C4 -2.9302 0.7496 -1.8729  -0.136
C5 -4.1112 0.1827 -2.4105  -0.069
C6 -5.0290 1.1066 -2.9920  -0.013
H1 -3.3514 3.9995 -2.8659  0.117
H2 -1.7084 2.5303 -1.7392  0.071
H3 -2.2276 0.1220 -1.3447  0.080
H4 -4.4021 -0.8560 -2.3570  0.103
H5 -5.8242 0.5980 -3.5169  0.112
F2 2.7933 -1.4417 1.1127  0.162
C7 2.2076 -0.3119 0.7182  -0.161
C8 1.8406 -0.0906 -0.6194  0.114
C9 1.3690 1.2088 -1.0504  0.023
C10 1.0422 2.0794 -0.0466  -0.025
C11 1.2207 1.8214 1.3052  0.004
C12 1.9123 0.6707 1.7003  0.065
H6 1.9557 -0.8492 -1.3795  0.089
H7 1.0657 1.3526 -2.0769  0.089
H8 0.6560 3.0502 -0.3201  0.124
H9 0.7419 2.5107 1.9849  0.124
H10 2.1582 0.3521 2.7025  0.114
F3 4.8740 -1.0803 -7.2252  0.040
C13 4.8150 -1.5380 -5.9163  -0.241
C14 5.9545 -1.9864 -5.2307  -0.026
C15 5.8839 -2.5241 -3.9757  -0.082
C16 4.6398 -2.6017 -3.2939  -0.080
C17 3.4975 -2.1982 -3.9991  -0.088
C18 3.6397 -1.5587 -5.2378  -0.035
H11 6.8796 -1.7761 -5.7468  0.119
H12 6.7601 -2.9351 -3.4964  0.104
H13 4.5395 -3.0500 -2.3165  0.086
H14 2.5112 -2.2618 -3.5636  0.069
H15 2.7570 -1.0608 -5.6111  0.107
F4 -5.6608 6.1392 2.5534  0.102
C19 -4.5887 5.3911 2.3687  -0.288
C20 -3.3532 5.9025 2.7195  -0.008
C21 -2.2186 5.0971 2.5784  -0.059
C22 -2.4224 3.7676 2.1881  -0.113
C23 -3.6062 3.3047 1.7036  -0.102
C24 -4.6425 4.1422 1.7835  -0.024
H16 -3.3625 6.9675 2.8986  0.121
H17 -1.2799 5.6169 2.7013  0.102
H18 -1.5843 3.0866 2.1989  0.051
H19 -3.7882 2.3860 1.1657  0.089
H20 -5.5931 3.7782 1.4227  0.129
F5 0.1957 -6.4092 6.1662  0.052
C25 0.8286 -5.2432 5.8424  -0.274
C26 2.1451 -5.2438 5.3609  -0.010
C27 2.7057 -4.0769 4.8429  -0.100
C28 2.0553 -2.8380 4.9506  -0.091
C29 0.7239 -2.8903 5.5037  -0.077
C30 0.0957 -4.0930 5.8733  -0.028
H21 2.5552 -6.2427 5.3817  0.117
H22 3.5984 -4.1176 4.2364  0.095
H23 2.5003 -1.9007 4.6509  0.056
H24 0.1130 -2.0180 5.6829  0.076
H25 -0.9467 -4.1606 6.1475  0.119
C31 2.5125 -5.0216 0.7784  -0.084
C32 1.5061 -6.1229 0.8419  -0.252
N1 0.7372 -7.0126 0.9215  0.117
H26 2.5873 -4.7020 -0.2610  0.052
H27 3.4492 -5.2292 1.2957  0.079
H28 2.1450 -4.1311 1.2883  0.050
C33 1.0276 6.3611 -3.6860  -0.056
C34 0.5462 4.9992 -3.4270  -0.256
N2 0.1708 3.9663 -3.2127  0.153
H29 1.6913 6.5034 -4.5388  0.088
H30 1.5617 6.7754 -2.8308  0.083
H31 0.1755 7.0162 -3.8670  0.086
C35 -1.7523 0.4093 1.7010  -0.065
C36 -3.1740 -0.0318 1.3683  -0.233
N3 -4.2965 -0.3758 1.1060  0.146
H32 -1.1565 -0.4617 1.9739  0.079
H33 -1.7221 1.1029 2.5413  0.069
H34 -1.3376 0.7792 0.7633  0.047
C37 1.2958 1.5701 7.9390  -0.039
C38 1.5192 0.8156 6.6710  -0.247
N4 1.6779 0.3719 5.6228  0.132
H35 2.1041 1.2491 8.5961  0.086
H36 0.3077 1.2195 8.2372  0.086
H37 1.3555 2.6376 7.7268  0.087
C39 -1.3604 -4.0714 -2.6550  -0.043
C40 -0.2537 -3.4252 -1.9830  -0.228
N5 0.6656 -2.9115 -1.4662  0.150
H38 -1.9072 -3.2783 -3.1650  0.076
H39 -1.9966 -4.5423 -1.9055  0.097
H40 -1.0170 -4.8568 -3.3283  0.099
C41 -2.3129 -0.2242 -5.3769  -0.067
C42 -1.0287 0.0897 -4.8415  -0.260
N6 0.0563 0.3349 -4.4251  0.136
H41 -3.1691 0.4172 -5.1681  0.079
H42 -2.5660 -1.1990 -4.9599  0.079
H43 -2.2894 -0.2450 -6.4665  0.096